DFT (wB97M-V/def2-TZVPD) results for a molecular structure, C33H39BN9Re.

```
83
Properties=species:S:1:pos:R:3:forces:R:3:mulliken_spin:R:1
Re 1.80999 -0.55742 0.91646 -0.2 0.3 -0.3 2.50
C 3.89158 -2.70721 3.04916 0.1 0.1 0.0 0.00
C 3.68669 -2.01007 1.74160 0.2 -0.1 -0.1 -0.02
C 2.99433 -2.66616 0.71090 -0.1 0.0 -0.1 0.03
C 2.87355 -2.10370 -0.58494 0.0 0.1 0.1 0.03
C 3.40350 -0.83985 -0.85033 0.1 -0.2 0.1 0.07
C 4.10489 -0.15711 0.17704 0.0 0.0 -0.2 0.02
C 4.25514 -0.73888 1.43409 -0.2 -0.1 0.2 0.05
H 4.37320 -3.66825 2.85572 0.0 0.0 0.0 0.00
H 2.94224 -2.91390 3.54525 0.0 0.0 0.0 0.00
H 4.53402 -2.13854 3.71498 0.0 0.0 0.0 0.00
H 2.56355 -3.63416 0.91736 0.0 0.0 0.0 0.00
H 2.34150 -2.62230 -1.36833 0.0 0.0 0.0 0.01
H 3.27021 -0.41503 -1.83471 0.0 0.0 0.0 0.01
H 4.53933 0.81516 -0.00715 0.0 0.0 0.0 0.01
H 4.82609 -0.22143 2.19108 0.0 0.0 0.0 0.01
C 0.26077 -3.99352 -0.04933 0.0 0.0 0.0 0.00
C -0.47147 -2.71363 0.17265 0.1 0.0 -0.1 -0.03
C -1.82763 -2.61211 0.03045 0.0 0.0 0.0 0.05
C -2.19399 -1.31962 0.41834 0.0 0.0 0.1 0.08
C -3.55342 -0.73002 0.49653 0.0 0.0 0.0 0.00
N -1.08389 -0.67838 0.77508 -0.1 0.1 -0.2 -0.03
N 0.01741 -1.49198 0.61163 0.0 0.0 0.3 0.08
B -0.95410 0.68671 1.45949 0.1 -0.1 0.1 0.02
N -0.18658 0.46476 2.78039 0.0 0.0 0.0 -0.03
N 1.15568 0.14381 2.74629 0.0 -0.1 -0.1 -0.09
C 1.63469 0.33632 4.01912 0.0 0.0 0.1 -0.02
C 3.04451 0.21562 4.47671 0.0 0.0 0.0 0.01
C 0.59268 0.72153 4.82821 0.0 0.0 -0.1 0.02
C -0.54050 0.80724 4.02186 0.0 0.0 0.0 0.06
C -1.91569 1.22600 4.39931 0.0 0.0 0.0 0.00
N -0.10435 1.60938 0.57638 0.0 0.1 0.1 0.00
N 1.14651 1.23126 0.13578 0.0 0.0 0.3 0.03
C 1.61799 2.27211 -0.63204 0.0 0.0 -0.1 -0.03
C 2.90691 2.39412 -1.37596 0.0 0.0 0.1 0.01
C 0.67461 3.27087 -0.64112 -0.1 -0.1 0.0 0.03
C -0.40515 2.82589 0.11663 0.0 0.0 0.0 0.06
C -1.69104 3.52064 0.38537 0.0 0.0 0.0 0.00
H -0.46744 -4.72536 -0.39171 0.0 0.0 0.0 0.00
H 0.67259 -4.38721 0.88032 0.0 0.0 0.0 0.00
H 1.02730 -3.95473 -0.81733 0.0 0.0 0.0 0.00
H -2.49420 -3.39391 -0.29265 0.0 0.0 0.0 0.00
H -4.27551 -1.42249 0.06988 0.0 0.0 0.0 0.00
H -3.60955 0.21229 -0.05115 0.0 0.0 0.0 0.01
H -3.83063 -0.53746 1.53443 0.0 0.0 0.0 0.00
H -2.01828 1.15728 1.66768 0.0 0.0 0.0 0.00
H 3.76304 0.37347 3.68266 0.0 0.0 0.0 0.00
H 3.22469 -0.74252 4.96217 0.0 0.0 0.0 0.00
H 3.22625 0.98643 5.22404 0.0 0.0 0.0 0.00
H 0.65362 0.94877 5.87936 0.0 0.0 0.0 0.00
H -1.98688 1.31379 5.48015 0.0 0.0 0.0 0.00
H -2.65751 0.50516 4.05748 0.0 0.0 0.0 0.00
H -2.16097 2.19519 3.96262 0.0 0.0 0.0 0.00
H 3.36309 1.46272 -1.67591 0.0 0.0 0.0 0.00
H 3.62463 2.98343 -0.80072 0.0 0.0 0.0 0.00
H 2.70938 2.94507 -2.29363 0.0 0.0 0.0 0.00
H 0.74908 4.20733 -1.16791 0.0 0.0 0.0 0.00
H -1.75441 4.41469 -0.22941 0.0 0.0 0.0 0.00
H -1.75923 3.82287 1.43154 0.0 0.0 0.0 0.01
H -2.54370 2.88071 0.16141 0.0 0.0 0.0 0.00
C 1.08701 -0.17578 -4.70286 0.0 0.1 -0.1 0.00
C 1.24337 -0.78901 -3.47878 -0.1 0.0 0.0 0.01
N 0.51131 -0.47857 -2.40140 0.3 -0.2 0.1 0.01
C -0.44224 0.43161 -2.55843 0.0 -0.1 0.3 0.02
C -0.70623 1.09516 -3.74689 0.0 0.1 -0.2 0.00
C 0.10632 0.80037 -4.83264 0.1 0.0 -0.1 0.00
C -1.78358 2.09839 -3.84902 0.1 0.1 0.0 0.00
C -3.06838 1.95257 -3.53137 -0.1 0.1 0.0 0.00
C -3.76712 0.72899 -3.10287 -0.2 0.0 0.0 0.00
C -5.11350 0.78948 -2.74824 0.1 0.0 -0.1 0.00
C -5.72742 -0.39751 -2.38363 0.0 0.0 0.0 0.00
N -5.07827 -1.55853 -2.39171 0.1 -0.1 0.0 0.00
C -3.80863 -1.51538 -2.78388 -0.1 0.0 0.1 0.00
N -3.11202 -0.43905 -3.11191 0.0 0.0 0.0 0.00
H 1.70512 -0.45742 -5.54392 0.0 0.0 0.0 0.00
H 1.98099 -1.58097 -3.36979 0.0 0.0 0.0 0.00
H -1.05725 0.64427 -1.68872 0.0 0.0 0.0 -0.01
H -0.04301 1.29808 -5.78280 0.0 0.0 0.0 0.00
H -1.48348 3.05627 -4.26364 0.0 0.0 0.0 0.00
H -3.71567 2.81148 -3.67052 0.0 0.0 0.0 0.00
H -5.66360 1.72046 -2.76951 0.0 0.0 0.0 0.00
H -6.76854 -0.42435 -2.08157 0.0 0.0 0.0 0.00
H -3.28426 -2.46423 -2.83913 0.0 0.0 0.0 0.00
```
Positions in Å, forces in eV/Å.

Its net charge is +3. The lowest unoccupied orbital energy (spin up / spin down) is -0.360 / -0.423 hartree. Its expectation value of S² is 3.776. The HOMO-LUMO gap (spin up / spin down) is 5.84 / 4.14 eV. Its spin multiplicity is 4.


DFT (wB97M-V/def2-TZVPD) results for a molecular structure, C33H39MnN2S3SeSi.

```
80
Properties=species:S:1:pos:R:3:forces:R:3:mulliken_spin:R:1
Mn 0.43443 0.94008 -0.89600 0.4 0.8 0.4 4.35
C 3.63253 -4.80913 0.67617 -0.1 0.6 -0.4 0.00
Si 3.46044 -3.54958 -0.75005 0.3 -0.6 -0.3 0.00
C 2.07160 -4.15306 -1.89507 0.4 0.2 0.4 0.00
C 5.10261 -3.59307 -1.73711 -0.6 0.0 0.4 0.00
C 3.33534 -1.75948 -0.15279 0.3 -0.1 0.1 0.02
C 4.41079 -1.16859 0.51253 -0.5 0.0 -0.3 0.01
C 4.44442 0.20634 0.72952 0.2 0.0 0.1 0.00
C 3.41593 0.98570 0.24239 -0.3 0.0 -0.1 0.04
N 2.35256 0.45077 -0.36577 1.2 -0.7 0.7 -0.02
C 2.28760 -0.89614 -0.50831 0.0 0.2 -0.1 -0.02
S 0.76846 -1.37383 -1.16210 -0.5 -0.6 -0.1 0.04
H 3.83305 -5.79605 0.26987 0.0 -0.2 -0.2 0.00
H 2.72469 -4.87579 1.26566 -0.2 0.1 0.1 0.00
H 4.45056 -4.55928 1.34346 0.2 0.1 0.2 0.00
H 2.31531 -5.11587 -2.33687 0.2 -0.2 0.0 0.00
H 1.89673 -3.44583 -2.69897 0.0 0.1 -0.1 0.00
H 1.13979 -4.25597 -1.34909 -0.1 0.0 0.1 0.00
H 5.31028 -4.59038 -2.11151 0.0 -0.3 -0.1 0.00
H 5.94339 -3.29462 -1.11862 0.2 0.1 0.2 0.00
H 5.06741 -2.92072 -2.58898 -0.1 0.2 -0.1 0.00
H 5.22850 -1.79032 0.84948 0.2 0.0 0.0 0.00
H 5.27351 0.67571 1.23676 0.0 0.0 0.0 0.00
H 3.42928 2.06464 0.33181 -0.1 0.1 0.0 -0.01
C -1.63009 -2.39884 5.22274 -0.1 0.1 -0.1 -0.01
C -2.35596 -1.77180 4.02366 -0.1 -0.2 0.1 0.00
C -2.22650 -2.74998 2.85571 0.0 0.2 0.1 0.00
C -3.84664 -1.59764 4.33877 0.2 -0.1 0.0 0.00
C -1.76478 -0.40186 3.72227 0.1 0.0 0.1 -0.07
C -1.76508 0.56590 4.73238 0.0 0.1 0.2 0.08
C -1.23911 1.83290 4.52480 -0.1 -0.1 0.0 -0.02
C -0.70859 2.13409 3.29397 0.1 0.0 -0.3 0.03
S 0.01696 3.63280 2.75740 0.0 -0.1 -0.1 0.08
C 0.30635 2.89178 1.17988 0.2 0.5 0.2 0.26
N -0.14539 1.61762 1.09243 0.1 -0.3 -0.7 0.07
C -0.69594 1.18728 2.24574 -0.2 -0.1 0.5 -0.06
C -1.23472 -0.08662 2.48436 0.1 0.1 -0.1 0.09
C 0.94810 3.54951 0.11062 -0.3 -0.5 0.0 -0.07
C 1.45333 4.86009 0.20984 0.0 0.1 0.1 0.22
C 2.12035 5.42731 -0.85204 0.1 0.1 -0.1 -0.11
C 2.26953 4.72641 -2.04051 0.1 0.2 -0.2 0.20
C 1.72093 3.44703 -2.16689 -0.2 -0.4 -0.1 -0.26
C 1.08070 2.82423 -1.11700 0.3 0.7 0.1 0.01
H -2.01907 -3.39886 5.41510 0.0 -0.1 0.0 0.00
H -1.75222 -1.80674 6.12523 0.0 0.1 0.1 0.00
H -0.56644 -2.47933 5.00633 0.1 0.0 0.0 0.00
H -2.60765 -3.72466 3.16084 -0.1 -0.1 0.0 0.00
H -1.18416 -2.86996 2.56968 0.1 0.0 -0.1 0.00
H -2.79401 -2.40946 1.99352 0.0 -0.1 -0.1 0.00
H -4.30051 -2.55699 4.57963 -0.1 -0.2 0.0 0.00
H -4.35381 -1.18325 3.47076 -0.1 0.1 -0.1 0.00
H -3.99908 -0.92451 5.17877 0.0 0.1 0.1 0.00
H -2.17795 0.33999 5.70429 -0.1 -0.1 0.1 0.01
H -1.24346 2.57226 5.31165 0.0 0.1 0.1 0.00
H -1.23039 -0.79463 1.67171 0.1 -0.1 -0.1 0.05
H 1.31139 5.40684 1.13320 0.0 0.1 0.0 0.04
H 2.52028 6.43004 -0.76752 0.0 0.0 0.0 -0.01
H 2.79722 5.16895 -2.87492 0.0 0.0 0.0 0.02
H 1.80643 2.94567 -3.12683 0.0 -0.1 0.0 -0.01
Se -1.50124 1.39120 -2.06093 -1.6 0.5 -1.0 0.00
C -1.47648 1.98537 -3.89222 0.4 -0.2 0.6 0.02
C -2.39935 2.93024 -4.33278 0.1 -0.1 0.3 -0.01
C -2.41215 3.31792 -5.65861 -0.1 0.0 -0.1 0.00
C -1.52270 2.75235 -6.55844 0.0 0.1 -0.2 0.00
C -0.61104 1.80209 -6.12475 0.1 0.0 -0.1 0.00
C -0.58324 1.42165 -4.79601 0.1 -0.1 0.1 0.01
H -3.09344 3.35386 -3.62058 0.0 0.1 0.0 0.00
H -3.11483 4.07058 -5.99292 0.0 0.0 0.0 0.00
H -1.53722 3.05526 -7.59648 0.0 0.0 -0.1 0.00
H 0.08426 1.36000 -6.82768 0.0 0.0 0.0 0.00
H 0.12256 0.67858 -4.43952 0.0 0.0 -0.1 0.01
C -4.14477 -1.06794 -1.85238 0.1 0.2 0.5 0.00
S -3.34210 -0.96270 -0.23712 -0.1 0.0 0.1 0.00
C -4.02265 0.62460 0.30086 0.1 -0.3 -0.2 0.00
H -5.21410 -1.20937 -1.71474 -0.1 0.0 -0.1 0.00
H -3.71004 -1.91500 -2.37211 0.0 -0.1 -0.1 0.00
H -3.93054 -0.15169 -2.39783 0.0 0.0 -0.2 0.00
H -3.67639 1.39477 -0.38502 -0.1 0.1 0.1 0.00
H -3.64593 0.82205 1.30048 0.0 0.0 0.1 0.00
H -5.10783 0.56507 0.30281 -0.1 0.1 0.1 0.00
```
Positions in Å, forces in eV/Å.

Its net charge is -1. The lowest unoccupied orbital energy (spin up / spin down) is 0.091 / 0.091 hartree. Its expectation value of S² is 8.923. Its energy relative to the best compared isomer or geometry (same formula, charge and spin) is 44.9 kcal per mole. The HOMO-LUMO gap (spin up / spin down) is 4.29 / 7.06 eV. Its spin multiplicity is 6.


DFT (wB97M-V/def2-TZVPD) results for a molecular structure, C33H39N7O4SeTi.

```
85
Properties=species:S:1:pos:R:3:forces:R:3:mulliken_spin:R:1
Ti 0.72396 -0.03113 0.50033 0.4 -0.2 0.1 0.88
C 0.16877 -3.19363 -0.16637 -0.2 0.1 0.1 0.00
N 0.08424 -1.77802 -0.52842 0.1 0.2 -0.2 0.02
C -0.12461 -1.50058 -1.78888 -0.1 -0.2 0.0 -0.03
C 0.02724 -0.19781 -2.28526 0.2 0.0 0.0 0.04
C 0.02463 0.29851 -3.59003 0.0 0.0 0.1 0.01
C 0.50062 1.60605 -3.50828 0.0 0.0 -0.1 0.00
C 0.78234 1.84649 -2.16679 0.0 0.0 0.1 0.01
N 0.50794 0.76250 -1.41055 -0.3 0.0 0.0 -0.04
C -1.00116 -3.68680 0.65237 -0.1 0.1 0.0 0.03
C -2.26905 -3.13174 0.51175 0.1 0.0 0.0 -0.01
C -3.32234 -3.57979 1.29821 0.0 0.0 0.0 0.00
C -3.12240 -4.59508 2.22263 -0.1 0.0 0.0 0.00
C -1.86584 -5.17044 2.34825 0.0 0.0 0.0 0.00
C -0.81385 -4.71647 1.56766 0.0 0.0 0.0 0.01
H 1.09882 -3.34786 0.38504 0.0 0.0 0.0 -0.02
H 0.25338 -3.78430 -1.08318 0.0 0.0 0.0 0.00
H -0.38348 -2.30358 -2.47990 0.0 0.0 0.0 0.01
H -0.25909 -0.23866 -4.48343 0.0 0.0 0.0 0.00
H 0.63368 2.30488 -4.31741 0.0 0.0 0.0 0.00
H 1.17970 2.75026 -1.72635 0.0 0.0 0.0 0.00
H -2.44001 -2.34089 -0.21109 0.0 0.0 0.0 0.01
H -4.30396 -3.14021 1.17972 0.0 0.0 0.0 0.00
H -3.94368 -4.94334 2.83533 0.0 0.0 0.0 0.00
H -1.70270 -5.96993 3.05931 0.0 0.0 0.0 0.00
H 0.16952 -5.16088 1.68124 0.0 0.0 0.0 0.00
C -1.85011 0.91482 1.15775 0.0 0.2 -0.1 0.01
N -0.53714 1.58614 1.31043 0.1 -0.2 0.0 0.00
C -0.57344 2.90839 0.64837 0.0 0.0 0.0 0.02
C -0.18452 1.77094 2.73326 0.0 0.0 0.0 0.01
C -0.26302 0.46521 3.48814 0.0 0.0 0.0 0.00
N 0.54459 -0.58785 2.83058 0.0 0.2 -0.1 -0.04
C -0.01030 -1.90335 3.19659 0.0 0.0 0.0 0.01
C 1.92628 -0.52335 3.36279 0.0 0.0 0.0 0.01
H -2.18578 1.05045 0.12731 0.0 -0.1 0.0 0.00
H -2.59044 1.37063 1.82180 0.0 0.0 0.0 0.00
H -1.78012 -0.15257 1.39770 0.0 0.0 0.0 0.00
H -1.29724 3.55236 1.15591 0.0 0.0 0.0 0.00
H -0.87142 2.78427 -0.38742 0.0 0.0 0.0 0.00
H 0.41309 3.36818 0.70097 0.0 0.0 0.0 0.00
H -0.86262 2.50299 3.18531 0.0 0.0 0.0 0.00
H 0.82193 2.19489 2.77101 0.0 0.0 0.0 0.00
H -1.29575 0.12437 3.54228 0.0 0.0 0.0 0.00
H 0.07353 0.61116 4.51873 0.0 0.0 0.0 0.00
H 0.65312 -2.68413 2.83613 0.0 0.0 0.0 0.00
H -0.99036 -2.04852 2.74550 0.0 0.0 0.0 0.00
H -0.09604 -1.99088 4.28487 0.0 0.0 0.0 0.00
H 2.54519 -1.27467 2.88065 0.0 0.0 0.0 0.00
H 1.91433 -0.69874 4.44315 0.0 0.0 0.0 0.00
H 2.36113 0.45736 3.17189 0.0 0.0 0.0 -0.01
O 4.35072 -1.51213 0.88015 0.0 0.0 0.0 0.00
C 3.85856 -0.45246 0.60530 0.0 0.1 -0.1 0.01
O 2.53668 -0.27215 0.56893 -0.3 0.1 0.0 0.05
C 4.64524 0.78694 0.30300 -0.1 0.0 0.0 0.00
C 6.03201 0.76470 0.42095 0.0 -0.1 0.0 0.00
C 6.77578 1.90436 0.15756 0.0 0.0 0.0 0.00
C 6.14785 3.07982 -0.22995 0.0 0.0 0.0 0.00
C 4.76941 3.07566 -0.34002 -0.1 0.0 0.0 0.01
C 4.00517 1.95414 -0.08655 0.1 0.0 0.0 0.02
N 4.06931 4.31117 -0.74122 -0.1 0.0 0.0 0.00
O 4.73951 5.24848 -1.10069 0.1 0.0 0.0 0.00
O 2.84952 4.31083 -0.68297 0.0 0.0 0.0 0.00
H 6.51449 -0.15677 0.72004 0.0 0.0 0.0 0.00
H 7.85254 1.88231 0.25282 0.0 0.0 0.0 0.00
H 6.70479 3.98061 -0.44187 0.0 0.0 0.0 0.00
H 2.93740 2.00416 -0.21093 -0.1 0.0 0.0 -0.01
C -5.56649 0.45971 -0.53146 0.0 0.0 0.0 0.00
N -4.70973 -0.13452 -1.53549 0.0 0.0 0.0 0.00
C -3.75865 0.52098 -2.24922 0.1 0.0 -0.1 0.00
Se -3.23170 2.26532 -2.12463 0.0 0.0 0.1 0.00
N -3.24025 -0.38088 -3.11846 -0.1 0.0 0.0 0.00
C -3.85275 -1.61661 -2.97940 0.0 0.0 0.0 0.00
C -3.67841 -2.83035 -3.62217 0.0 0.0 0.0 0.00
C -4.49186 -3.87888 -3.21606 0.0 0.0 0.0 0.00
C -5.44594 -3.71570 -2.21182 0.0 0.0 0.0 0.00
C -5.61848 -2.49860 -1.56735 0.0 0.0 0.0 0.00
C -4.79788 -1.45647 -1.96588 0.0 0.0 0.0 0.00
H -5.38738 1.53186 -0.52884 0.0 0.0 0.0 0.00
H -5.34623 0.04377 0.45326 0.0 0.0 0.0 0.00
H -6.60948 0.26301 -0.77758 0.0 0.0 0.0 0.00
H -2.51775 -0.11732 -3.76508 0.1 0.0 0.0 0.00
H -2.95394 -2.95895 -4.41585 0.0 0.0 0.0 0.00
H -4.39075 -4.84285 -3.69623 0.0 0.0 0.0 0.00
H -6.06775 -4.55595 -1.93332 0.0 0.0 0.0 0.00
H -6.36492 -2.37147 -0.79420 0.0 0.0 0.0 0.00
```
Positions in Å, forces in eV/Å.

Its net charge is +1. The lowest unoccupied orbital energy (spin up / spin down) is -0.114 / -0.109 hartree. Its expectation value of S² is 0.752. Its energy relative to the best compared isomer or geometry (same formula, charge and spin) is 3.2 kcal per mole. The HOMO-LUMO gap (spin up / spin down) is 6.83 / 6.97 eV. Its spin multiplicity is 2.


Question: Which value of net charge does entry 3 give?
Answer: +1


Question: Among the records above, which one has the highest net charge?
Answer: C33H39BN9Re


Question: Which value of spin multiplicity does entry 2 give?
Answer: 6


Question: What is the spin multiplicity in the second record?
Answer: 6